No. 1
The following is a DFT calculation (ωB97M-V with the def2-TZVPD basis set) of one molecule with the formula C21H25N3O2.

Last column: natural (NBO) charge in e.
Atoms and positions in Å:
C: 1.089 2.662 0.917  -0.424
N: 1.369 2.243 -0.441  -0.468
C: 2.612 2.701 -1.025  -0.208
C: 3.608 1.578 -1.369  -0.420
C: 3.840 0.583 -0.227  -0.223
N: 2.662 -0.211 0.032  -0.612
C: 2.305 -1.226 -0.793  0.660
O: 3.061 -1.727 -1.604  -0.627
C: 0.885 -1.665 -0.630  -0.120
C: 0.234 -2.195 -1.737  -0.166
C: -1.102 -2.536 -1.652  -0.196
C: -1.803 -2.341 -0.476  -0.240
C: -1.157 -1.824 0.643  0.222
N: -1.851 -1.588 1.844  -0.458
C: -2.912 -2.458 2.320  -0.198
C: -3.598 -1.644 3.419  -0.405
C: -2.493 -0.715 3.906  -0.498
C: -1.571 -0.576 2.706  0.698
O: -0.736 0.290 2.554  -0.636
C: 0.195 -1.511 0.564  -0.225
C: 0.346 1.754 -1.228  0.262
C: 0.527 1.492 -2.592  -0.314
C: -0.485 0.946 -3.356  -0.176
C: -1.713 0.642 -2.797  -0.269
C: -1.913 0.910 -1.455  -0.185
C: -0.911 1.460 -0.682  -0.302
H: 0.585 1.876 1.481  0.231
H: 2.025 2.888 1.425  0.202
H: 0.458 3.559 0.943  0.189
H: 3.089 3.374 -0.308  0.199
H: 2.417 3.286 -1.933  0.195
H: 4.558 2.042 -1.639  0.211
H: 3.259 1.004 -2.226  0.217
H: 4.122 1.098 0.694  0.192
H: 4.641 -0.104 -0.515  0.230
H: 1.922 0.260 0.527  0.411
H: 0.788 -2.322 -2.654  0.237
H: -1.612 -2.942 -2.513  0.216
H: -2.855 -2.582 -0.443  0.209
H: -3.601 -2.723 1.518  0.203
H: -2.474 -3.383 2.717  0.191
H: -4.001 -2.278 4.206  0.220
H: -4.416 -1.060 2.995  0.210
H: -2.847 0.259 4.239  0.238
H: -1.915 -1.161 4.719  0.229
H: 0.700 -1.153 1.447  0.236
H: 1.462 1.715 -3.078  0.211
H: -0.306 0.755 -4.404  0.209
H: -2.500 0.210 -3.397  0.209
H: -2.868 0.693 -0.997  0.206
H: -1.116 1.647 0.358  0.226

Output
* E_LUMO: 0.66 eV
* E: -30749.47153 eV
* frontier orbital gap: 0.29498 Ha
* highest occupied orbital energy: -0.27074 hartree

---

No. 2
The following is a DFT calculation (ωB97M-V with the def2-TZVPD basis set) of an isolated ion of composition CH4NO3 and charge +1.

Last column: natural (NBO) charge in e.
Atoms and positions in Å:
N: -0.889 -0.549 0.017  -0.708
C: 0.463 0.160 -0.020  0.819
O: 0.265 1.449 -0.257  -0.661
O: 1.454 -0.542 -0.641  -0.192
O: 1.355 -0.389 0.843  -0.197
H: -0.759 -1.579 -0.307  0.488
H: -1.604 -0.166 -0.534  0.455
H: -1.230 -0.430 0.927  0.453
H: 0.944 2.046 -0.028  0.543

Output
* net charge: +1
* E_LUMO: -4.36 eV
* E: -8723.38754 eV
* frontier orbital gap: 0.45054 Ha
* highest occupied orbital energy: -0.61069 hartree

---

No. 3
The following is a DFT calculation (ωB97M-V with the def2-TZVPD basis set) of a 8-piece molecular cluster, C17H34BrNO10 overall.

Last column: natural (NBO) charge in e.
Atoms and positions in Å:
O: -4.289 1.344 0.557  -0.504
C: -3.995 0.973 1.629  0.578
Br: -5.212 1.328 3.135  -0.058
C: -2.779 0.165 1.975  -0.560
C: -1.519 0.596 1.260  0.020
C: -0.752 -0.331 0.549  -0.186
C: 0.427 0.045 -0.083  -0.171
C: 0.897 1.351 -0.045  -0.154
C: 0.139 2.273 0.657  -0.126
C: -1.033 1.897 1.295  -0.097
C: -1.542 3.121 1.979  0.684
O: -2.644 3.413 2.337  -0.560
N: -0.429 4.013 2.072  -0.662
C: 0.355 3.730 0.914  0.677
O: 0.991 4.514 0.284  -0.529
H: -3.008 -0.848 1.646  0.254
H: -2.602 0.118 3.043  0.256
H: -1.069 -1.361 0.484  0.212
H: 0.978 -0.695 -0.639  0.243
H: 1.812 1.652 -0.527  0.231
H: -0.820 4.963 1.979  0.434
C: -7.183 -0.243 0.327  -0.241
O: -8.160 -0.881 1.146  -0.724
H: -6.213 -0.394 0.781  0.176
H: -7.181 -0.684 -0.675  0.153
H: -7.378 0.829 0.254  0.173
H: -9.019 -0.746 0.739  0.462
C: 3.046 -3.493 -1.129  -0.267
O: 2.018 -2.776 -0.429  -0.750
H: 3.663 -2.768 -1.654  0.198
H: 3.670 -4.052 -0.428  0.187
H: 2.606 -4.182 -1.852  0.169
H: 1.478 -3.423 0.035  0.474
C: -3.075 7.382 1.729  -0.245
O: -2.477 6.156 2.140  -0.750
H: -2.355 7.912 1.111  0.185
H: -3.977 7.196 1.142  0.167
H: -3.326 8.003 2.592  0.164
H: -3.103 5.667 2.682  0.489
C: 6.440 -4.545 -1.304  -0.251
O: 5.968 -5.360 -0.229  -0.731
H: 5.906 -4.831 -2.206  0.184
H: 6.245 -3.492 -1.098  0.173
H: 7.511 -4.697 -1.462  0.162
H: 6.442 -5.101 0.565  0.463
C: 4.508 -0.565 1.633  -0.247
O: 3.115 -0.843 1.621  -0.739
H: 4.675 0.269 2.311  0.182
H: 5.081 -1.427 1.988  0.156
H: 4.863 -0.285 0.636  0.159
H: 2.967 -1.582 1.016  0.483
C: -4.957 -1.379 -2.645  -0.248
O: -4.730 -2.778 -2.487  -0.725
H: -4.427 -1.057 -3.537  0.184
H: -6.023 -1.175 -2.771  0.160
H: -4.576 -0.827 -1.782  0.167
H: -5.201 -3.064 -1.700  0.462
C: 6.882 -1.367 -3.562  -0.249
O: 5.679 -2.000 -3.130  -0.733
H: 7.551 -1.316 -2.706  0.184
H: 7.365 -1.943 -4.355  0.166
H: 6.686 -0.354 -3.919  0.169
H: 5.087 -2.045 -3.886  0.467

Output
* E_LUMO: 0.10 eV
* E: -110185.76730 eV
* frontier orbital gap: 0.36159 Ha
* highest occupied orbital energy: -0.35800 hartree

---

No. 4
The following is a DFT calculation (ωB97M-V with the def2-TZVPD basis set) of a 2-piece molecular cluster, C3H10N2OS overall.

Last column: natural (NBO) charge in e.
Atoms and positions in Å:
C: -1.464 -1.968 -0.117  -0.618
C: -1.107 -0.684 -0.925  -0.217
N: -1.756 0.435 -0.255  -0.837
S: -1.664 1.961 -0.855  0.666
O: -0.238 2.570 -0.269  -0.873
H: -0.551 -2.631 -0.037  0.226
H: -1.623 -1.569 0.860  0.195
H: -2.362 -2.369 -0.519  0.221
H: -0.053 -0.415 -1.129  0.193
H: -1.551 -0.758 -2.009  0.183
H: -2.187 0.286 0.665  0.387
H: -0.454 2.737 0.742  0.475
C: 2.821 0.385 0.479  -0.019
N: 3.672 0.286 1.366  -0.619
H: 2.115 1.252 0.283  0.148
H: 2.588 -0.452 -0.316  0.144
H: 3.816 0.933 2.035  0.344

Output
* E_LUMO: 0.58 eV
* E: -19133.48784 eV
* frontier orbital gap: 0.34582 Ha
* highest occupied orbital energy: -0.32433 hartree

---

No. 5
The following is a DFT calculation (ωB97M-V with the def2-TZVPD basis set) of one molecule with the formula C2H3NS.

Last column: natural (NBO) charge in e.
Atoms and positions in Å:
C: -0.544 -1.277 0.075  -0.072
N: 0.642 -0.795 -0.064  -0.403
C: 0.113 0.694 0.012  -0.379
S: -1.610 0.123 -0.019  0.198
H: -0.918 -2.313 0.287  0.210
H: 0.419 1.038 1.137  0.224
H: 0.522 1.437 -0.660  0.222

Output
* E_LUMO: 0.65 eV
* E: -14445.99916 eV
* frontier orbital gap: 0.36695 Ha
* highest occupied orbital energy: -0.34316 hartree

---

No. 6
The following is a DFT calculation (ωB97M-V with the def2-TZVPD basis set) of a 13-piece molecular cluster, C83H170F15N8O13 overall.

Last column: Mulliken charge in e.
Atoms and positions in Å:
C: -1.852 0.560 5.677  -1.695
C: -2.497 1.194 4.414  0.696
C: -4.023 1.372 4.447  0.519
C: -4.381 2.027 3.163  -0.789
N: -5.855 2.345 2.931  1.264
C: -6.384 3.299 3.957  -0.528
C: -7.638 3.802 3.274  -0.884
C: -7.218 4.027 1.747  -0.797
C: -5.945 3.169 1.708  0.192
C: -6.553 1.043 2.919  -0.799
H: -0.780 0.658 5.675  0.424
H: -2.151 -0.502 5.749  0.170
H: -2.275 1.036 6.528  0.517
H: -2.248 0.521 3.614  -0.526
H: -2.105 2.168 4.195  0.184
H: -4.253 2.025 5.287  0.625
H: -4.489 0.409 4.560  -0.400
H: -4.200 1.418 2.262  -0.355
H: -3.758 2.936 3.053  0.391
H: -6.678 2.821 4.894  0.331
H: -5.702 4.122 4.053  0.456
H: -8.369 3.012 3.339  0.367
H: -8.009 4.744 3.668  0.445
H: -7.992 3.642 1.110  0.309
H: -6.955 5.034 1.467  0.506
H: -5.968 2.514 0.864  -0.041
H: -5.068 3.799 1.598  -0.056
H: -6.378 0.572 1.938  -0.211
H: -7.618 1.315 2.892  0.533
H: -6.258 0.377 3.751  0.253
C: 1.737 2.782 0.714  -1.338
C: 0.425 2.153 1.131  -0.624
C: 0.112 1.005 0.099  0.716
C: -1.291 0.363 0.191  1.051
N: -1.515 -0.680 -0.833  1.606
C: -2.804 -1.495 -0.556  1.067
C: -2.448 -2.887 -0.120  -0.850
C: -1.105 -3.093 -0.862  -0.210
C: -0.424 -1.785 -0.820  -0.257
C: -1.678 -0.098 -2.154  -0.163
H: 2.134 3.362 1.535  0.467
H: 1.566 3.540 -0.064  0.012
H: 2.437 2.084 0.242  0.460
H: -0.332 2.953 1.262  0.155
H: 0.560 1.739 2.127  0.707
H: 0.901 0.256 0.235  0.728
H: 0.197 1.457 -0.868  -0.920
H: -2.148 1.084 0.063  -0.514
H: -1.294 -0.194 1.195  -0.677
H: -3.354 -1.611 -1.506  -1.030
H: -3.474 -0.950 0.107  -0.486
H: -3.222 -3.552 -0.487  1.011
H: -2.309 -3.079 0.944  0.381
H: -1.235 -3.454 -1.916  0.083
H: -0.557 -3.886 -0.281  0.540
H: 0.263 -1.595 -1.670  0.113
H: 0.141 -1.646 0.111  -0.495
H: -0.866 0.602 -2.349  -0.171
H: -2.661 0.471 -2.166  -0.987
H: -1.742 -0.900 -2.896  0.816
C: 5.828 4.854 1.263  -1.461
C: 6.262 3.525 0.590  0.482
C: 7.365 3.689 -0.499  -0.617
C: 7.988 2.323 -0.846  -0.937
N: 8.897 2.224 -2.053  0.310
C: 9.860 1.024 -2.025  -0.504
C: 11.065 1.535 -1.121  -0.687
C: 11.046 3.104 -1.190  -0.496
C: 9.819 3.416 -2.146  -0.697
C: 8.008 2.210 -3.287  -1.256
H: 5.107 4.708 2.053  0.248
H: 5.405 5.506 0.496  0.369
H: 6.710 5.279 1.675  0.462
H: 5.432 2.883 0.171  0.172
H: 6.723 2.885 1.385  -0.400
H: 8.135 4.268 -0.010  0.462
H: 6.872 4.171 -1.360  0.325
H: 7.186 1.614 -1.092  0.450
H: 8.546 2.001 0.035  0.384
H: 10.216 0.951 -3.021  0.460
H: 9.336 0.177 -1.563  0.273
H: 11.991 1.125 -1.528  0.386
H: 10.993 1.147 -0.106  0.347
H: 11.952 3.567 -1.565  0.422
H: 10.795 3.389 -0.188  0.239
H: 10.231 3.497 -3.129  0.507
H: 9.251 4.276 -1.909  0.395
H: 8.712 2.103 -4.115  0.428
H: 7.489 3.159 -3.261  0.464
H: 7.330 1.363 -3.302  0.499
C: -0.313 -6.998 -5.660  -1.102
C: 0.986 -6.305 -6.003  -0.625
C: 2.038 -6.262 -4.863  -0.600
C: 1.357 -5.422 -3.827  -0.311
N: 2.230 -5.041 -2.696  0.960
C: 1.450 -4.393 -1.581  -0.193
C: 2.469 -3.825 -0.641  -0.019
C: 3.561 -3.235 -1.644  -0.762
C: 3.265 -3.951 -3.010  -0.800
C: 2.941 -6.291 -2.141  -1.071
H: -0.076 -8.008 -5.302  0.268
H: -0.874 -7.155 -6.579  0.446
H: -0.928 -6.517 -4.904  0.277
H: 0.680 -5.294 -6.195  0.327
H: 1.440 -6.735 -6.917  0.425
H: 3.007 -5.877 -5.193  0.321
H: 2.224 -7.226 -4.392  0.525
H: 0.531 -6.014 -3.355  -0.504
H: 0.874 -4.501 -4.180  0.466
H: 0.667 -5.088 -1.250  -0.446
H: 1.017 -3.521 -2.040  0.058
H: 2.889 -4.524 0.061  0.531
H: 2.011 -3.088 -0.029  -0.408
H: 4.503 -3.606 -1.273  0.388
H: 3.584 -2.127 -1.809  0.414
H: 4.134 -4.394 -3.495  0.551
H: 2.755 -3.292 -3.692  0.464
H: 3.495 -6.888 -2.882  0.316
H: 2.170 -6.874 -1.662  0.337
H: 3.637 -6.009 -1.369  0.444
C: -7.786 -3.879 0.209  -1.225
C: -7.930 -2.566 -0.511  -0.667
C: -6.727 -2.035 -1.344  0.603
C: -6.893 -0.618 -1.803  -0.546
N: -6.792 -0.354 -3.284  0.714
C: -7.946 -1.122 -3.800  -0.244
C: -9.094 -0.164 -3.959  -0.764
C: -8.554 1.198 -3.414  -0.878
C: -7.039 1.076 -3.617  0.149
C: -5.468 -0.756 -3.739  -0.953
H: -7.479 -4.669 -0.475  0.324
H: -8.717 -4.188 0.713  0.409
H: -7.007 -3.810 0.957  0.114
H: -8.140 -1.780 0.145  0.460
H: -8.798 -2.619 -1.190  0.292
H: -6.526 -2.794 -2.141  0.953
H: -5.894 -2.118 -0.615  -1.122
H: -6.194 0.133 -1.385  -0.082
H: -7.893 -0.350 -1.478  0.410
H: -7.693 -1.641 -4.733  0.517
H: -8.196 -1.968 -3.167  0.173
H: -9.347 0.023 -4.993  0.258
H: -9.928 -0.551 -3.390  0.427
H: -8.966 2.102 -3.887  0.538
H: -8.787 1.173 -2.344  0.253
H: -6.761 1.286 -4.634  0.532
H: -6.440 1.779 -3.046  -0.427
H: -4.737 -0.185 -3.168  0.084
H: -5.285 -0.559 -4.800  0.494
H: -5.287 -1.832 -3.577  0.413
C: 3.614 -2.084 8.986  -1.387
C: 3.105 -1.418 7.696  -0.232
C: 4.316 -1.196 6.748  -0.781
C: 3.831 -0.446 5.531  -0.152
N: 4.789 -0.395 4.386  1.530
C: 6.106 0.326 4.626  -0.715
C: 6.034 1.644 3.917  -0.841
C: 5.098 1.420 2.757  0.735
C: 4.071 0.440 3.283  -0.120
C: 5.183 -1.707 3.879  -1.116
H: 2.837 -2.053 9.764  0.404
H: 4.456 -1.556 9.432  0.363
H: 3.865 -3.139 8.800  0.294
H: 2.642 -0.466 7.963  0.383
H: 2.329 -2.055 7.217  0.114
H: 4.697 -2.183 6.474  0.316
H: 4.984 -0.712 7.466  0.478
H: 3.494 0.556 5.865  0.242
H: 2.957 -1.001 5.088  -0.246
H: 6.901 -0.327 4.334  0.440
H: 6.229 0.527 5.682  0.276
H: 6.942 2.068 3.585  0.696
H: 5.656 2.410 4.551  0.105
H: 5.765 0.949 2.026  0.306
H: 4.495 2.265 2.330  -0.359
H: 3.649 -0.263 2.563  -0.105
H: 3.324 1.053 3.767  -0.226
H: 4.371 -2.374 3.679  -0.217
H: 5.867 -2.146 4.580  0.528
H: 5.747 -1.475 2.948  0.519
C: 4.615 2.719 -8.445  -1.334
C: 4.215 2.461 -7.032  -0.105
C: 3.243 3.626 -6.561  -0.683
C: 3.230 3.789 -5.060  -0.510
N: 1.919 4.281 -4.495  0.702
C: 1.772 3.952 -3.040  -1.155
C: 0.308 4.023 -2.684  0.087
C: -0.280 3.279 -3.853  1.836
C: 0.725 3.450 -5.016  -1.133
C: 1.720 5.716 -4.639  -0.914
H: 5.288 1.981 -8.876  0.387
H: 5.158 3.653 -8.372  0.350
H: 3.742 2.927 -9.048  0.328
H: 5.113 2.429 -6.363  0.072
H: 3.706 1.508 -6.805  0.314
H: 2.275 3.454 -6.959  0.433
H: 3.660 4.579 -6.929  0.412
H: 4.035 4.461 -4.818  0.514
H: 3.335 2.803 -4.589  0.055
H: 2.395 4.553 -2.421  0.663
H: 2.179 2.942 -2.961  0.132
H: -0.056 5.060 -2.650  0.227
H: 0.121 3.541 -1.735  -0.328
H: -1.292 3.621 -4.050  -0.234
H: -0.294 2.227 -3.608  -0.567
H: 0.383 3.864 -5.975  0.343
H: 1.162 2.471 -5.227  0.453
H: 1.574 5.908 -5.680  0.390
H: 2.590 6.258 -4.309  0.314
H: 0.871 5.934 -4.066  0.326
C: -4.659 3.375 -1.493  0.305
O: -4.855 3.919 -2.845  -0.561
O: -4.844 2.072 -1.360  -0.847
C: -3.271 3.905 -1.002  0.081
F: -2.262 2.951 -1.023  0.589
F: -2.842 4.955 -1.791  -0.341
F: -3.345 4.361 0.293  -0.310
C: -3.999 3.242 -3.801  2.469
C: -3.999 3.823 -5.199  -1.607
H: -3.298 3.259 -5.832  0.302
H: -4.997 3.780 -5.653  0.411
H: -3.728 4.883 -5.096  0.382
H: -4.231 2.142 -3.910  -0.640
H: -2.961 3.115 -3.387  -1.284
H: -5.383 3.950 -0.897  -0.164
C: 1.368 -1.938 3.044  -0.110
O: 2.202 -2.868 3.944  -0.252
O: 1.764 -1.866 1.786  -0.594
C: -0.037 -2.508 3.208  0.760
F: -0.297 -3.046 4.433  -0.294
F: -1.003 -1.565 3.020  -0.081
F: -0.230 -3.492 2.268  -0.189
C: 2.655 -4.109 3.411  -0.133
C: 3.263 -4.824 4.644  -1.294
H: 3.692 -5.810 4.333  0.362
H: 4.033 -4.236 5.143  0.111
H: 2.527 -4.982 5.416  0.357
H: 3.428 -3.982 2.651  0.083
H: 1.805 -4.603 2.931  0.366
H: 1.269 -0.975 3.590  -0.188
C: -2.659 -5.419 -2.634  1.737
O: -2.413 -6.853 -2.467  -0.435
O: -2.152 -4.834 -3.674  -0.896
C: -4.155 -5.119 -2.553  0.371
F: -4.297 -3.721 -2.626  -0.197
F: -5.073 -5.548 -3.421  -0.376
F: -4.507 -5.428 -1.288  -0.319
C: -1.950 -7.198 -1.215  0.528
C: -1.290 -8.571 -1.230  -1.490
H: -0.485 -8.666 -1.963  0.234
H: -0.908 -8.736 -0.226  0.401
H: -2.096 -9.279 -1.456  0.409
H: -2.764 -7.196 -0.498  0.388
H: -1.120 -6.508 -0.909  -0.412
H: -2.224 -5.063 -1.704  -1.122
C: 2.438 3.795 5.355  -0.671
O: 1.656 4.305 4.266  -0.100
O: 3.035 2.700 5.005  -0.421
C: 3.402 4.905 5.760  0.660
F: 4.360 5.126 4.803  -0.234
F: 2.796 6.042 5.974  -0.278
F: 4.151 4.654 6.886  -0.325
C: 0.551 5.157 4.546  -0.198
C: -0.396 5.464 3.385  -0.955
H: -0.908 4.603 3.051  -0.103
H: -1.190 6.139 3.677  0.453
H: 0.161 5.965 2.588  0.370
H: 0.773 6.196 4.845  0.170
H: -0.097 4.681 5.270  0.269
H: 1.769 3.642 6.212  0.212
C: -6.041 -2.275 5.591  -0.069
O: -5.437 -1.417 4.204  -0.322
O: -6.173 -3.487 5.359  -0.768
C: -5.009 -1.904 6.749  0.824
F: -4.600 -0.521 6.714  -0.271
F: -5.554 -2.189 7.920  -0.284
F: -3.864 -2.616 6.642  -0.284
C: -5.236 -2.384 3.172  -1.435
C: -4.839 -1.722 1.893  1.261
H: -3.987 -1.065 1.983  -0.238
H: -4.559 -2.504 1.139  0.411
H: -5.634 -1.086 1.423  -0.687
H: -6.159 -2.932 2.963  0.185
H: -4.449 -3.039 3.469  0.461
H: -6.879 -1.586 5.711  0.189
N: 2.265 0.057 -3.911  0.809
O: 2.191 -1.122 -3.809  -0.673
O: 3.389 0.612 -4.153  -0.716
O: 1.258 0.755 -3.796  -0.564

Output
* net charge: +1
* E_LUMO: -2.52 eV
* E: -168109.01416 eV
* frontier orbital gap: 0.19591 Ha
* highest occupied orbital energy: -0.28840 hartree